A structure of composition C11H25ClMnNO6P2 at a distorted geometry. Source: the OMol25 dataset; level of theory: ωB97M-V with the def2-TZVPD basis set.

The calculation puts the HOMO energy (alpha / beta) at -6.9 / -5.3 eV. As for the energy above the lowest of the compared OMol25 structures with the same formula, charge and spin: 0.0 kJ/mol. Its total energy is -3233.93311 Ha. The expectation value of S² is 6.438.

Geometry as ORCA input:
```
! RIJCOSX wB97M-V def2-TZVPD def2/J DEFGRID3
* xyz 0 5
C 0.81143 -1.95773 -3.19673
C 0.98958 -1.33716 -1.96886
N -0.05656 -0.78481 -1.31390
C -1.31084 -0.93934 -1.78916
C -1.54077 -1.55961 -3.00737
C -0.47507 -2.08268 -3.72987
C 2.39300 -1.25118 -1.39287
P 2.42269 -0.60002 0.31737
Mn 0.32898 0.50376 0.34265
P -2.36618 -0.33726 0.76795
C -2.47910 -0.34016 -1.03681
O 2.45643 4.34501 -1.77805
O -2.09301 3.53979 -1.07173
H 1.69093 -2.35257 -3.69752
H -2.56067 -1.58016 -3.38491
H -0.63028 -2.57400 -4.68948
C 2.57162 -2.03706 1.42120
C 3.89690 0.45235 0.47460
H -2.65616 0.70232 -1.36270
H -3.37741 -0.91983 -1.29324
H 2.96688 -0.62594 -1.95667
H 2.87598 -2.24557 -1.38268
C -3.09436 -1.82742 1.44353
C -3.19354 1.13415 1.36409
H -2.36914 4.38952 -1.30192
H -1.26230 3.66193 -0.58619
H 3.05297 4.91600 -2.18530
H 1.83770 4.10182 -2.49216
H -1.01008 -0.49954 1.26826
H 0.59736 2.13009 2.13579
H 3.63379 -2.27405 1.59630
H 2.06607 -1.78373 2.37440
H 2.08660 -2.90444 0.94371
H 4.79991 -0.15050 0.64376
H 4.00925 1.06371 -0.43443
H 3.70726 1.11059 1.33647
H -4.23754 0.89003 1.61811
H -2.66651 1.46031 2.27259
H -3.17140 1.93656 0.60782
H -4.12662 -1.64769 1.77596
H -3.03690 -2.64289 0.70990
H -2.47490 -2.09206 2.31165
O 0.22043 1.34390 5.39366
Cl 0.11301 0.44467 4.22323
O 0.99286 -0.75182 4.40410
O -1.30229 -0.02689 4.06059
O 0.97003 1.99960 1.24483
*
```

An isolated molecule of C14H15FN2S2. Source: the OMol25 dataset; level of theory: ωB97M-V with the def2-TZVPD basis set.

The calculation puts the HOMO energy at -8.1 eV. Its total energy is -1548.25397 Ha.

Geometry as ORCA input:
```
! RIJCOSX wB97M-V def2-TZVPD def2/J DEFGRID3
* xyz 0 1
C 1.77430 0.47153 2.94811
C 1.02726 -0.51756 2.06246
C 2.00372 -1.35805 1.20997
C 1.27228 -2.41742 0.46083
C 0.77425 -2.37804 -0.80438
C 0.05097 -3.54095 -1.15311
C 0.00767 -4.44638 -0.14577
S 0.85058 -3.90282 1.24704
N 0.11358 0.19891 1.20345
C -1.15254 -0.17137 0.95460
S -1.92442 -1.40112 1.74356
N -1.87718 0.55237 0.04848
C -1.48638 1.53409 -0.85671
C -2.41155 2.52525 -1.19515
C -2.08860 3.51688 -2.09837
C -0.82882 3.51557 -2.67173
F -0.50133 4.48812 -3.54703
C 0.09666 2.53102 -2.38009
C -0.23630 1.53754 -1.47829
H 1.06926 1.06881 3.52103
H 2.38979 1.13731 2.34513
H 2.41822 -0.06111 3.64157
H 0.42238 -1.19412 2.67574
H 2.52836 -0.70195 0.51027
H 2.73730 -1.81294 1.87667
H 0.92302 -1.55379 -1.48041
H -0.41699 -3.68781 -2.11008
H -0.47116 -5.40490 -0.12787
H 0.46790 1.03463 0.76196
H -2.86951 0.36206 0.09868
H -3.39055 2.51108 -0.74021
H -2.79672 4.28660 -2.36015
H 1.05954 2.53945 -2.86581
H 0.46500 0.73911 -1.29436
*
```

A cluster of 2 separate species, C5H13NO in total at a distorted geometry. Source: the OMol25 dataset; level of theory: ωB97M-V with the def2-TZVPD basis set.

The calculation puts the HOMO energy (alpha / beta) at 1.1 / -4.2 eV. As for the energy above the lowest of the compared OMol25 structures with the same formula, charge and spin: 121.1 kJ/mol. Its total energy is -328.22678 Ha. The expectation value of S² is 0.750.

Geometry as ORCA input:
```
! RIJCOSX wB97M-V def2-TZVPD def2/J DEFGRID3
* xyz -1 2
C -0.09588 0.72165 -2.34866
N 0.71952 2.13944 0.09463
C 0.54737 0.73030 0.08861
C 0.13709 0.07129 -1.00831
C -0.25136 -1.36445 -1.00020
C 1.00384 0.13469 1.38020
H 0.17495 1.78622 -2.35062
H -1.13367 0.65683 -2.68636
H 0.55508 0.48590 -3.19621
H 0.53674 2.82730 -0.61666
H 0.93534 2.53209 1.00277
H -1.11179 -1.55950 -1.65883
H -0.48288 -1.81876 -0.03758
H 0.47254 -2.01796 -1.52985
H 1.29129 0.91876 2.06945
H 0.28026 -0.58941 1.74143
H 1.90742 -0.44624 1.14798
H -1.29498 -1.60344 2.99255
H -2.43470 -1.44675 2.08471
O -1.57046 -1.90646 2.10489
*
```

A structure of composition C46H58O4SeTi at a distorted geometry. Source: the OMol25 dataset; level of theory: ωB97M-V with the def2-TZVPD basis set.

The calculation puts the HOMO energy (alpha / beta) at -3.3 / -3.4 eV. As for the energy above the lowest of the compared OMol25 structures with the same formula, charge and spin: 35.0 kJ/mol. Its total energy is -5339.70361 Ha. The expectation value of S² is 0.756.

Geometry as ORCA input:
```
! RIJCOSX wB97M-V def2-TZVPD def2/J DEFGRID3
* xyz -1 2
Ti 0.02001 -0.50160 0.07720
C -2.65822 -0.59633 -1.54699
O -2.12724 -0.42202 -0.23050
C -2.62087 0.57574 0.60426
C -2.78250 0.17382 1.93245
C -2.56014 -1.25257 2.40256
C -1.25134 -1.61838 3.09347
C -1.23431 -2.69660 3.97011
C -0.04904 -3.23284 4.46314
C 1.14578 -2.67416 4.00784
C 1.18015 -1.60003 3.13439
C 2.51627 -1.22373 2.49921
C 2.75173 0.17391 1.95487
C 3.16155 1.18326 2.81324
C 3.38092 2.49177 2.38662
C 3.18997 2.77617 1.04247
C 2.78322 1.80064 0.13073
C 2.56237 2.20558 -1.31798
C 1.24331 2.86900 -1.69442
C 1.25009 3.99122 -2.50447
C 0.07516 4.62379 -2.92167
C -1.12567 4.09904 -2.46228
C -1.19145 2.97442 -1.63752
C -2.57384 2.51803 -1.17299
C -2.77830 1.91044 0.21354
C -3.18048 2.80652 1.20298
C -3.38157 2.45128 2.53116
C -3.17954 1.12241 2.86758
C -3.77281 3.52136 3.55037
C -5.08533 4.19050 3.12426
C -2.66389 4.58078 3.62005
C -3.96279 2.93874 4.95028
C 0.00333 2.33806 -1.29635
O -0.00789 1.22990 -0.59818
C 0.15838 5.84451 -3.83917
C 0.97982 6.94996 -3.16139
C -1.22037 6.41563 -4.16821
C 0.83969 5.45064 -5.15647
C 2.60889 0.51001 0.60643
O 2.10492 -0.45820 -0.26263
C 3.03315 -1.23901 -1.02937
C 3.78990 3.55665 3.40560
C 5.10598 3.14515 4.07710
C 3.98593 4.93005 2.76498
C 2.69234 3.67946 4.47188
C -0.03586 -1.02972 2.72362
O -0.03209 0.04668 1.94852
C -0.00800 -4.43041 5.41289
C 0.70684 -5.60250 4.72574
C 0.75303 -4.05614 6.69117
C -1.40642 -4.89794 5.81446
H -3.72619 -0.37332 -1.53090
H -2.45343 -1.63831 -1.78466
H -2.13796 0.04882 -2.25592
H -2.65845 -1.92800 1.54712
H -3.37321 -1.48832 3.09488
H -2.18526 -3.13986 4.24312
H 2.09196 -3.11182 4.31562
H 2.68648 -1.94620 1.69393
H 3.29378 -1.40186 3.24733
H 3.27655 0.92873 3.86183
H 3.32610 3.78231 0.66636
H 2.73928 1.34941 -1.97486
H 3.34267 2.93428 -1.55278
H 2.21131 4.38801 -2.81894
H -2.06036 4.57859 -2.73036
H -3.03244 1.89456 -1.94283
H -3.17411 3.43010 -1.16036
H -3.30491 3.84257 0.90569
H -3.29966 0.78647 3.89000
H -4.99548 4.66037 2.14429
H -5.36783 4.96391 3.84408
H -5.89367 3.45831 3.07122
H -2.53173 5.08594 2.66220
H -1.70953 4.12349 3.88686
H -2.91024 5.33633 4.37141
H -4.75361 2.18619 4.97263
H -4.24002 3.73932 5.64019
H -3.04650 2.47805 5.32302
H 0.51623 7.25144 -2.22011
H 1.04830 7.82877 -3.80914
H 1.99463 6.61706 -2.94088
H -1.74618 6.74327 -3.26925
H -1.84825 5.68532 -4.68205
H -1.10822 7.28178 -4.82469
H 1.85442 5.08845 -4.98602
H 0.89513 6.31096 -5.82968
H 0.28268 4.65562 -5.65565
H 4.03131 -0.82470 -0.88419
H 2.73314 -1.18673 -2.07404
H 2.94982 -2.27241 -0.69602
H 5.90516 3.05496 3.33841
H 5.01164 2.18560 4.58613
H 5.40393 3.89253 4.81774
H 4.77407 4.91780 2.00919
H 4.27164 5.64976 3.53557
H 3.06942 5.29097 2.29498
H 2.55522 2.74473 5.01661
H 1.73557 3.93658 4.01409
H 2.95375 4.45861 5.19332
H 1.74203 -5.35259 4.48924
H 0.20987 -5.85918 3.78896
H 0.71138 -6.48430 5.37410
H 1.77656 -3.75080 6.46990
H 0.79642 -4.90700 7.37791
H 0.26185 -3.22551 7.20255
H -1.98204 -5.23581 4.95088
H -1.97045 -4.10366 6.30816
H -1.32584 -5.73712 6.51008
Se -0.01010 -2.82732 -0.55050
*
```

A cluster of 11 separate species, C12H46N10O11 in total at a distorted geometry. Source: the OMol25 dataset; level of theory: ωB97M-V with the def2-TZVPD basis set.

The calculation puts the HOMO energy at -9.4 eV. As for the energy above the lowest of the compared OMol25 structures with the same formula, charge and spin: 846.7 kJ/mol. Its total energy is -1859.83172 Ha.

Geometry as ORCA input:
```
! RIJCOSX wB97M-V def2-TZVPD def2/J DEFGRID3
* xyz 0 1
N -1.45585 -0.65856 0.22317
C -0.22174 -0.35931 0.40077
N 0.44942 -0.86315 -0.55690
O 0.26197 0.58115 1.31440
H -2.07114 -0.08371 0.86896
H -1.70908 -1.56359 -0.13783
H 1.51915 -0.83059 -0.52471
H 0.07634 -1.48297 -1.30426
N 0.45931 0.39679 -3.05030
C -0.74438 0.71114 -3.53870
N -1.68567 0.69510 -2.63105
O -0.87485 1.29012 -4.81140
H 1.22701 0.62283 -3.65170
H 0.54580 -0.04131 -2.14276
H -2.65459 0.90408 -2.88454
H -1.66318 0.22007 -1.74003
N -1.70976 2.50846 3.52752
C -1.54494 1.48406 4.33658
N -0.95576 0.49467 3.71306
O -1.83697 1.45778 5.70783
H -2.14713 3.37995 3.88609
H -1.33135 2.52565 2.60046
H -0.88350 -0.44396 4.19338
H -0.63802 0.65498 2.76881
N 3.14947 -0.90692 0.02660
C 3.80695 -0.57683 -1.07112
N 4.11865 -1.71609 -1.66916
O 4.07031 0.67277 -1.49705
H 3.08138 -0.23633 0.81898
H 2.84045 -1.87726 0.25496
H 4.57266 -1.59821 -2.58931
H 3.84748 -2.68730 -1.30936
N -3.40647 0.82445 1.66849
C -3.95355 0.98400 0.50939
N -3.41111 1.99630 -0.15665
O -4.92808 0.09686 -0.02999
H -3.59231 -0.07372 2.11395
H -2.85199 1.59117 2.17277
H -3.54767 2.31410 -1.10437
H -2.55061 2.42242 0.23828
C -1.38019 -4.02662 -1.06045
C -1.12651 -3.89992 -2.57735
O -1.03526 -2.57121 -2.86455
H -0.65151 -3.57604 -0.47945
H -1.40030 -5.15653 -0.90486
H -2.31604 -3.55645 -0.91476
H -1.82592 -4.44510 -3.16366
H -0.20697 -4.46249 -2.79044
H -0.59034 -2.43777 -3.66130
C 3.77537 2.42336 1.69094
O 3.18707 1.18357 1.85041
H 3.09302 3.08376 1.13015
H 4.68369 2.40214 1.09961
H 3.87243 2.81507 2.64768
H 2.35454 1.36460 2.28681
C -3.11702 -2.29549 2.23632
O -4.21582 -1.51333 2.77402
H -3.23857 -2.52927 1.08310
H -3.00750 -3.20902 2.81049
H -2.15409 -1.75992 2.38430
H -5.02403 -1.94104 2.93193
C 1.70238 2.60876 -1.20970
O 0.34227 2.83529 -1.72294
H 1.85081 1.70809 -0.60604
H 1.95372 3.50307 -0.62929
H 2.42001 2.53662 -2.00286
H 0.22275 2.13862 -2.35308
C 2.07791 -2.54193 -3.98291
O 2.70784 -3.80128 -4.06753
H 1.47277 -2.48924 -3.05109
H 1.30996 -2.37735 -4.68565
H 2.82040 -1.72130 -4.05751
H 2.74570 -4.19570 -3.23726
C 1.29438 4.13402 3.31650
O 1.22141 2.68720 3.65717
H 1.42661 4.51742 2.28907
H 2.30406 4.50486 3.68512
H 0.48295 4.79158 3.65510
H 0.31136 2.43990 3.55075
*
```

An isolated molecule of C3H6N2O2 at a distorted geometry. Source: the OMol25 dataset; level of theory: ωB97M-V with the def2-TZVPD basis set.

The calculation puts the HOMO energy at -8.9 eV. As for the energy above the lowest of the compared OMol25 structures with the same formula, charge and spin: 232.0 kJ/mol. Its total energy is -377.87096 Ha.

Geometry as ORCA input:
```
! RIJCOSX wB97M-V def2-TZVPD def2/J DEFGRID3
* xyz 0 1
C -1.10571 -1.19757 -2.10076
C -0.80323 -0.88765 -0.67853
O -1.33896 -1.47194 0.24478
O 0.06632 0.12007 -0.51358
C 0.33355 0.52236 0.77429
N 1.19731 1.45205 0.90489
N 1.52133 1.84806 2.17970
H -1.57788 -2.18789 -2.18883
H -1.75856 -0.39577 -2.55635
H -0.15432 -1.18331 -2.64994
H -0.23596 -0.03801 1.55131
H 2.44047 2.28817 2.16475
H 1.41564 1.13143 2.86827
*
```